46
Properties=species:S:1:pos:R:3:nbo_charge:R:1 method="wB97M-V/def2-TZVPD" max_force_ev_per_a=8.950 orbital_gap_ha=0.081 lumo_energy_ev=0.68 charge=-1 molar_mass_da=292.34
C 0.989 -1.674 -4.404 -0.344
C 1.168 -0.374 -4.609 0.018
C 1.695 1.130 -4.509 -0.482
C 0.943 2.099 -3.472 -0.428
C -0.085 1.433 -2.431 -0.251
N -1.476 1.800 -2.872 -0.836
C -2.212 0.624 -3.430 -0.237
C -3.076 1.177 -4.714 -0.648
H 0.791 -2.814 -4.419 0.254
H 1.559 1.593 -5.573 0.223
H 2.841 1.217 -4.303 0.224
H 1.752 2.674 -2.857 0.165
H 0.351 2.889 -4.093 0.233
H 0.066 1.991 -1.409 0.140
H 0.063 0.317 -2.198 0.159
H -1.455 -0.192 -3.742 0.155
H -2.990 0.242 -2.666 0.110
H -2.677 0.756 -5.727 0.179
H -2.973 2.328 -4.711 0.221
H -4.200 0.932 -4.552 0.167
O -1.033 -0.222 4.132 -0.949
P 0.379 -0.232 3.527 2.303
O 0.140 -1.579 2.575 -0.812
C -1.040 -1.725 1.792 -0.068
C -1.003 -0.880 0.532 -0.634
O 1.119 -0.992 4.805 -0.792
C 0.546 -0.951 6.104 -0.057
C -0.347 -2.159 6.337 -0.632
O 1.958 -0.160 2.865 -0.691
C 2.209 -0.032 1.480 -0.078
C 1.900 1.357 0.970 -0.633
H -1.939 -1.507 2.371 0.184
H -1.101 -2.782 1.511 0.174
H -0.869 0.177 0.774 0.204
H -1.931 -0.989 -0.034 0.234
H -0.180 -1.182 -0.119 0.210
H 0.008 -0.013 6.264 0.184
H 1.368 -0.968 6.826 0.168
H -1.072 -2.299 5.534 0.227
H -0.890 -2.060 7.282 0.202
H 0.254 -3.072 6.378 0.201
H 1.689 -0.803 0.915 0.194
H 3.277 -0.228 1.334 0.189
H 0.879 1.660 1.221 0.205
H 2.029 1.406 -0.113 0.242
H 2.573 2.088 1.430 0.202